1.
DFT (wB97M-V/def2-TZVPD) results for a 2-piece molecular cluster, C2F3N overall in a non-equilibrium geometry.

## Properties
**ΔE to the lowest compared entry with this formula, charge and spin**: 0.0 kJ/mol
**M**: 95.02 g/mol
**Frontier orbital gap (spin up / spin down)**: 0.293 / 0.404 Eh
**HOMO level (spin up / spin down)**: -7.6409 / -12.7604 eV
**Energy**: -11709.6990 eV

```
! RIJCOSX wB97M-V def2-TZVPD def2/J DEFGRID3
* xyz 0 3
C 1.90196 0.18347 0.16076
C -1.84589 -0.07633 0.39721
N 0.91760 0.64789 0.44974
F 2.82423 -0.48646 -0.33183
F -1.42196 -1.07822 -0.34490
F -2.37594 0.80965 -0.33099
*
```



2.
DFT (wB97M-V/def2-TZVPD) results for C9H24AgF2NO11S2 as an isolated structure in a non-equilibrium geometry.

## Properties
**ΔE to the lowest compared entry with this formula, charge and spin**: 659.2 kJ/mol
**M**: 532.29 g/mol
**Frontier orbital gap**: 0.119 Eh
**HOMO level**: 0.0120 eV
**Energy**: -64832.4964 eV

```
! RIJCOSX wB97M-V def2-TZVPD def2/J DEFGRID3
* xyz -2 1
Ag -1.25830 -0.37126 0.08850
N 1.57941 -0.48551 -2.55817
S 2.45444 -1.63260 -2.93722
O 3.77340 -1.36243 -3.56085
O 1.79893 -2.83925 -3.41973
F 2.77146 -2.03415 -1.38340
S 1.26178 -0.06642 -4.17730
O 0.34950 -0.90661 -4.95130
O 2.25672 0.69104 -4.90220
F 0.30293 1.17828 -3.73872
C -2.77067 1.55561 3.86380
O -2.62935 2.12114 4.95184
O -2.03278 2.01592 3.02878
O -3.28480 0.45743 3.68006
C 2.01009 -1.19499 4.39013
C 3.14600 -0.08418 4.22202
O 2.52101 1.08915 3.80145
H 1.14595 -0.97184 5.01588
H 2.46704 -2.11250 4.76090
H 1.58438 -1.39613 3.40706
H 4.02321 -0.36051 3.63700
H 3.51727 0.11829 5.22664
H 2.61913 1.11303 2.84677
C -6.05709 2.25568 -0.48457
C -5.39526 1.49482 -1.65568
O -5.03839 0.21687 -1.14942
H -6.68483 1.71953 0.22716
H -6.61427 3.10945 -0.87024
H -5.19825 2.69579 0.02219
H -4.46295 1.97434 -1.95395
H -6.09984 1.35577 -2.47563
H -5.39493 -0.42626 -1.76656
C 4.85526 4.92242 -0.35357
C 4.48511 3.64241 -1.03805
O 3.26968 3.17376 -0.44266
H 4.18266 5.76516 -0.51330
H 5.79290 5.28910 -0.77128
H 5.09095 4.71691 0.69060
H 5.26763 2.88624 -1.10111
H 4.28242 3.82226 -2.09382
H 2.97696 2.38568 -0.90617
C -2.39487 -4.88514 -1.40131
C -1.54555 -5.36171 -0.20653
O -1.66797 -4.38691 0.72959
H -3.47252 -4.97047 -1.26170
H -2.14767 -5.54422 -2.23354
H -2.14958 -3.84497 -1.61573
H -0.47048 -5.48559 -0.33682
H -1.79847 -6.36178 0.14562
H -1.21743 -4.68074 1.52475
*
```



3.
DFT (wB97M-V/def2-TZVPD) results for C8H11BN4O2 in the gas phase in a non-equilibrium geometry.

## Properties
**ΔE to the lowest compared entry with this formula, charge and spin**: 147.7 kJ/mol
**M**: 206.01 g/mol
**Frontier orbital gap (spin up / spin down)**: 0.230 / 0.230 Eh
**HOMO level (spin up / spin down)**: -7.6161 / -7.6155 eV
**Energy**: -19204.8570 eV

```
! RIJCOSX wB97M-V def2-TZVPD def2/J DEFGRID3
* xyz 0 1
B 0.79102 1.63000 -0.83206
C 2.54533 -0.10408 1.92764
C 1.94094 1.00444 1.34094
C 2.06289 -0.71210 -0.03219
C -1.97195 0.54274 1.71724
C -2.25466 -0.92800 -0.19215
C -2.97255 -0.11095 0.86559
C -0.73236 0.67240 -0.09687
C 1.93957 -1.44945 -1.29935
N 2.59789 -1.13989 1.09758
N -0.86279 0.88169 1.19727
N -1.07712 -0.50344 -0.57979
N 1.60704 0.63546 0.06606
O 0.76437 2.81986 -0.12655
O 0.85050 1.70531 -2.13788
H 3.10553 -0.20978 2.96937
H 1.45357 1.78467 1.90678
H -2.03274 0.45732 2.81974
H -2.58666 -1.84155 -0.54157
H -3.46695 -0.87693 1.44255
H -3.71166 0.53624 0.23817
H 1.07346 -1.08200 -1.85716
H 2.91509 -1.47098 -1.75267
H 1.66802 -2.50685 -1.19541
H 1.27544 3.55616 -0.42430
H 1.03428 0.99092 -2.78556
*
```



4.
DFT (wB97M-V/def2-TZVPD) results for a 7-piece molecular cluster, C12H28O26PS6 overall in a non-equilibrium geometry.

## Properties
**ΔE to the lowest compared entry with this formula, charge and spin**: 64.6 kJ/mol
**M**: 811.71 g/mol
**Frontier orbital gap**: 0.323 Eh
**HOMO level**: -12.6227 eV
**Energy**: -140421.1165 eV

```
! RIJCOSX wB97M-V def2-TZVPD def2/J DEFGRID3
* xyz 1 1
O 0.67482 -0.89561 0.45521
P -0.61931 -0.09117 -0.24133
O -1.80282 -1.21096 -0.55029
H 0.89454 -1.57690 -0.23708
H -1.03224 1.00876 0.55424
H -0.13198 0.38541 -1.49465
H -2.46874 -1.23893 0.16783
C 3.28205 -4.61346 -1.46455
C 2.36124 -5.23150 -2.49955
O 1.49175 -4.16365 -2.89828
S 2.30129 -2.76902 -2.82199
O 2.77189 -2.44244 -4.12761
O 1.53337 -1.84562 -2.03098
O 3.54940 -3.28673 -1.94339
H 2.78868 -4.53428 -0.49637
H 4.20993 -5.17122 -1.35244
H 1.78871 -6.06644 -2.10024
H 2.91777 -5.56148 -3.38037
C 5.61770 -3.49537 2.32355
C 5.40494 -4.63888 3.29668
O 3.98141 -4.75331 3.42089
S 3.29320 -4.34441 2.01902
O 3.01037 -5.54414 1.29257
O 2.30228 -3.34362 2.27499
O 4.57857 -3.63560 1.34468
H 5.49211 -2.52986 2.81739
H 6.59604 -3.53428 1.84723
H 5.86231 -4.45001 4.26586
H 5.78638 -5.58012 2.89190
C -2.52258 1.52922 -4.54113
C -2.05284 2.87307 -4.01307
O -3.01780 3.23404 -3.01881
S -3.57576 1.89537 -2.30891
O -2.85533 1.69744 -1.08179
O -5.00010 1.91348 -2.36240
O -3.02327 0.83151 -3.39267
H -3.34293 1.64735 -5.25265
H -1.71719 0.96488 -5.00866
H -2.00102 3.63173 -4.79141
H -1.07822 2.78794 -3.52405
C -7.63795 3.53935 -4.51084
C -7.83892 2.39617 -3.53115
O -9.25447 2.28410 -3.38141
S -9.97028 2.69466 -4.77588
O -10.26541 1.49906 -5.50044
O -10.95164 3.69371 -4.50191
O -8.68727 3.40124 -5.46909
H -7.75182 4.50783 -4.01695
H -6.66667 3.49589 -5.00217
H -7.36540 2.58444 -2.57053
H -7.46599 1.45363 -3.94165
C 1.25293 3.21219 2.19092
C -0.16831 3.75061 2.14741
O -0.06633 5.09513 2.60325
S 1.37040 5.70218 2.15492
O 1.18772 6.44982 0.95207
O 2.01256 6.23794 3.30927
O 2.07873 4.29383 1.77127
H 1.53980 2.93879 3.20987
H 1.39091 2.35309 1.53308
H -0.84933 3.18169 2.77981
H -0.55340 3.76896 1.12215
C 2.60408 -0.57766 6.29577
C 2.69346 -0.52576 4.77998
O 4.02283 -0.07735 4.50461
S 5.01595 -0.62388 5.66269
O 5.65020 -1.81404 5.18477
O 5.74711 0.48024 6.19037
O 3.87874 -1.05504 6.72917
H 2.45110 0.41876 6.71826
H 1.81261 -1.24194 6.63978
H 1.96183 0.15215 4.34305
H 2.57362 -1.52097 4.34214
*
```



5.
DFT (wB97M-V/def2-TZVPD) results for a 2-piece molecular cluster, C3HO3 overall in a non-equilibrium geometry.

## Properties
**ΔE to the lowest compared entry with this formula, charge and spin**: 94.3 kJ/mol
**M**: 85.04 g/mol
**Frontier orbital gap**: 0.286 Eh
**HOMO level**: -3.5670 eV
**Energy**: -9269.4660 eV

```
! RIJCOSX wB97M-V def2-TZVPD def2/J DEFGRID3
* xyz -1 1
C -0.37576 -0.31140 0.82273
C 1.13820 0.37426 -0.42471
C -1.37751 -0.30724 0.07963
O -2.27880 -0.19601 -0.72500
O 1.24003 1.57039 -0.41945
O 1.46710 -0.63982 -0.93424
H 0.18674 -0.49019 1.60104
*
```



6.
DFT (wB97M-V/def2-TZVPD) results for an isolated ion of composition C23H31ClN3O and charge +1.

## Properties
**ΔE to the lowest compared entry with this formula, charge and spin**: 0.0 kJ/mol
**SMILES**: CCN(CC)CCC[C@@H](C)Nc1c2ccc(Cl)cc2[nH+]c2ccc(OC)cc12
**M**: 400.97 g/mol
**Frontier orbital gap**: 0.258 Eh
**HOMO level**: -10.9391 eV
**Energy**: -43389.6309 eV

```
! RIJCOSX wB97M-V def2-TZVPD def2/J DEFGRID3
* xyz 1 1
C 2.45970 3.90080 0.00698
C 1.89513 3.53116 1.37666
N 0.53180 2.99926 1.28958
C 0.19120 2.14243 2.43010
C 0.36203 2.75448 3.82174
C -0.46121 4.05951 1.09097
C -1.62804 3.61985 0.20345
C -1.19603 3.32454 -1.24039
C -1.19821 1.83626 -1.58341
C -0.58502 1.59398 -2.96663
N -0.38925 1.12705 -0.60206
C -0.26474 -0.18224 -0.43722
C 1.01056 -0.74496 -0.07695
C 2.12774 0.03711 0.28240
C 3.34606 -0.52195 0.55490
C 3.51625 -1.91186 0.46279
Cl 5.04424 -2.60488 0.81008
C 2.46181 -2.71060 0.08408
C 1.21038 -2.14336 -0.18561
N 0.19434 -2.93852 -0.60210
C -1.08300 -2.48783 -0.75229
C -2.12051 -3.39127 -1.00189
C -3.42711 -2.97468 -1.04211
C -3.73809 -1.62780 -0.78518
O -4.98353 -1.12599 -0.70992
C -6.09174 -1.98758 -0.88115
C -2.70693 -0.72219 -0.58365
C -1.36042 -1.10684 -0.62040
H 3.49433 4.21278 0.11999
H 2.43189 3.05605 -0.67892
H 1.91262 4.72598 -0.44151
H 2.52722 2.75973 1.82431
H 1.93956 4.41339 2.02879
H -0.84936 1.83425 2.30099
H 0.81286 1.24291 2.36972
H 0.02354 2.03962 4.56650
H -0.22443 3.66233 3.93655
H 1.40377 2.98850 4.02336
H 0.02486 4.91270 0.61671
H -0.86076 4.40997 2.04951
H -2.11281 2.74394 0.63711
H -2.35937 4.42811 0.21035
H -1.86604 3.82469 -1.93922
H -0.19508 3.72334 -1.40879
H -2.22480 1.47274 -1.60126
H 0.45118 1.92295 -2.99081
H -1.14069 2.14793 -3.71727
H -0.62156 0.53702 -3.22014
H 0.26926 1.76198 -0.11780
H 2.02721 1.10534 0.34918
H 4.18475 0.09563 0.83153
H 2.59098 -3.77815 -0.00075
H 0.37323 -3.92705 -0.72560
H -1.88442 -4.43522 -1.14276
H -4.20569 -3.69379 -1.23557
H -6.96989 -1.35730 -0.75716
H -6.10353 -2.42935 -1.88110
H -6.10423 -2.77747 -0.12550
H -2.99234 0.28401 -0.33232
*
```



7.
DFT (wB97M-V/def2-TZVPD) results for a 3-piece molecular cluster, C18H41BN5O6S overall in a non-equilibrium geometry.

## Properties
**M**: 466.43 g/mol
**Frontier orbital gap**: 0.156 Eh
**HOMO level**: -9.8229 eV
**Energy**: -50563.8523 eV

```
! RIJCOSX wB97M-V def2-TZVPD def2/J DEFGRID3
* xyz 1 1
C 4.40578 -3.79066 -0.01396
N 4.21566 -2.83319 -1.16605
C 5.08623 -3.15562 -2.35658
C 6.45010 -2.25919 -2.50051
C 6.60811 -0.76286 -1.88440
C 8.05550 -0.18739 -2.26921
B 8.42102 1.35978 -1.78003
O 9.27060 2.26676 -2.62472
O 7.92794 1.91757 -0.49710
N 9.05569 -0.94843 -3.01563
N 9.01974 -2.18202 -3.56022
C 7.71832 -2.77934 -3.30470
S 7.52242 -4.51116 -4.09646
H 3.57086 -4.63415 -0.14284
H 5.44551 -4.36746 -0.05657
H 4.24404 -3.33645 1.05164
H 4.24078 -1.83157 -0.88607
H 4.41799 -2.95273 -3.32517
H 5.26309 -4.32440 -2.32911
H 5.80277 -0.19488 -1.26162
H 10.14236 2.44685 -2.12350
H 7.03188 1.53672 -0.25890
H 9.98890 -0.45484 -3.17046
H 8.10835 -5.41578 -3.15249
C -2.99345 -1.87248 -0.99545
O -1.81989 -1.13712 -1.31402
C -1.70671 0.09631 -0.58718
C -0.58363 0.00893 0.45902
N -0.95069 -0.88064 1.56578
C 0.17214 -1.24891 2.43408
C 1.36295 -1.99397 1.79588
O 1.06005 -3.32499 1.37006
C 0.42671 -3.40934 0.10127
H -3.10382 -2.67209 -1.73496
H -2.90544 -2.33820 -0.01071
H -3.88495 -1.24152 -1.03156
H -2.65786 0.40151 -0.14026
H -1.43033 0.85807 -1.32433
H -0.38251 1.01020 0.85454
H 0.31475 -0.34197 -0.05389
H -1.34712 -1.73587 1.18619
H -0.24248 -1.89190 3.22107
H 0.54348 -0.34245 2.93335
H 2.12733 -2.10398 2.57413
H 1.84049 -1.42726 0.99166
H 0.76541 -2.63119 -0.58865
H -0.65755 -3.37174 0.22478
H 0.66658 -4.38202 -0.33627
C -7.97759 1.30765 2.21613
O -8.16496 2.50518 1.47429
C -8.06013 3.69266 2.27514
C -6.76875 4.45841 1.94431
N -5.58333 3.74451 2.43024
C -4.31745 4.25206 1.89148
C -4.11829 4.21497 0.36198
O -3.99436 2.89761 -0.18016
C -5.22947 2.23184 -0.40226
H -8.28156 0.46655 1.58481
H -6.92418 1.16939 2.47217
H -8.58659 1.29783 3.12343
H -8.14486 3.47854 3.34497
H -8.91277 4.32178 1.99716
H -6.80846 5.44823 2.41132
H -6.73694 4.59354 0.86079
H -5.66061 2.76324 2.17762
H -3.52223 3.64854 2.34764
H -4.17145 5.28241 2.24627
H -3.16216 4.70809 0.15054
H -4.87313 4.79007 -0.18157
H -6.02875 2.91841 -0.69550
H -5.51187 1.66724 0.48868
H -5.08723 1.50831 -1.20932
*
```



8.
DFT (wB97M-V/def2-TZVPD) results for a 2-piece molecular cluster, CH7N overall.

## Properties
**ΔE to the lowest compared entry with this formula, charge and spin**: 2.4 kJ/mol
**SMILES**: C.N
**M**: 33.07 g/mol
**Frontier orbital gap**: 0.417 Eh
**HOMO level**: -10.3145 eV
**Energy**: -2640.6179 eV

```
! RIJCOSX wB97M-V def2-TZVPD def2/J DEFGRID3
* xyz 0 1
C 1.93182 -0.02244 0.41485
H 2.83880 0.57528 0.47585
H 2.17779 -1.01146 0.03819
H 1.18501 0.46093 -0.21104
H 1.51588 -0.09637 1.41939
N -1.94828 0.00686 -0.53095
H -1.37270 0.80339 -0.32287
H -1.48424 -0.78316 -0.10926
H -2.78686 0.07420 0.02869
*
```



9.
DFT (wB97M-V/def2-TZVPD) results for C33H32AsNO3OsSSi as an isolated structure in a non-equilibrium geometry.

## Properties
**M**: 815.93 g/mol
**Frontier orbital gap (spin up / spin down)**: 0.316 / 0.196 Eh
**HOMO level (spin up / spin down)**: -14.3635 / -14.3531 eV
**Energy**: -124376.7226 eV

```
! RIJCOSX wB97M-V def2-TZVPD def2/J DEFGRID3
* xyz 2 5
Os 0.88438 0.40206 1.30351
C 5.06958 -3.36114 -0.78614
Si 4.83220 -1.82646 -1.90599
C 6.44808 -1.46673 -2.83041
C 3.30360 -2.12879 -3.02099
C 4.36449 -0.27907 -0.86583
C 4.99203 0.95148 -0.99169
C 4.52772 2.05284 -0.27856
C 3.40805 1.92254 0.52577
N 2.76483 0.75945 0.65338
C 3.25800 -0.32465 -0.00784
S 2.36447 -1.75193 0.31573
H 5.46580 -4.17556 -1.38261
H 4.13330 -3.68139 -0.34262
H 5.77507 -3.15063 0.01028
H 6.77184 -2.36185 -3.35233
H 7.24851 -1.18414 -2.15316
H 6.34753 -0.68119 -3.57310
H 3.41168 -3.05021 -3.58435
H 3.17331 -1.31838 -3.73135
H 2.40289 -2.20504 -2.41779
H 5.84377 1.05950 -1.64594
H 5.02027 3.00768 -0.36909
H 3.02143 2.76051 1.09096
O 0.82368 -0.45947 3.16659
C -0.44483 -0.60108 3.07784
O -0.95335 -0.07658 2.02457
C -1.23350 -1.30242 4.06961
C -0.58574 -1.88447 5.16914
C -1.32849 -2.53369 6.13222
C -2.71323 -2.60764 6.01387
C -3.36025 -2.04707 4.91471
C -2.62866 -1.39618 3.94226
H 0.48702 -1.81162 5.24031
H -0.83673 -2.97711 6.98296
H -3.28513 -3.10505 6.78196
H -4.43492 -2.12558 4.82863
H -3.11217 -0.93780 3.09061
O 0.34266 1.15629 -0.50783
As -1.34008 1.14688 -0.74296
C -1.65901 2.07885 -2.42158
C -2.03167 3.41852 -2.45247
C -2.21771 4.04159 -3.67815
C -2.02446 3.33443 -4.85535
C -1.63819 2.00288 -4.81946
C -1.46015 1.36988 -3.60064
C -2.18804 2.21015 0.64096
C -1.42622 2.96271 1.52143
C -2.06155 3.80733 2.41863
C -3.44673 3.87635 2.43912
C -4.20171 3.11417 1.56098
C -3.57427 2.27982 0.65068
C -1.96342 -0.69912 -0.90967
C -1.19395 -1.74641 -0.42794
C -1.67889 -3.04067 -0.49302
C -2.91956 -3.28756 -1.05545
C -3.66330 -2.24763 -1.59023
C -3.18866 -0.94807 -1.51938
H -2.18025 3.96592 -1.52634
H -2.51467 5.07892 -3.71394
H -2.17175 3.82483 -5.80610
H -1.48112 1.45703 -5.73737
H -1.17513 0.32229 -3.55129
H -0.33617 2.88779 1.49210
H -1.48065 4.41222 3.09818
H -3.94774 4.53461 3.13265
H -5.27749 3.17373 1.59027
H -4.14526 1.68349 -0.05403
H -0.21137 -1.55972 0.00215
H -1.08860 -3.85321 -0.10125
H -3.30877 -4.29186 -1.08155
H -4.61411 -2.44559 -2.06046
H -3.75857 -0.12396 -1.93581
*
```